Entry 1:
Molecular formula: C42H50BiN2O4P2STe
Method: DFT, ωB97M-V/def2-TZVPD

F_max ... 2.51 eV Å⁻¹
HOMO-LUMO gap ... 8.2 eV
M ... 1077.5 g mol⁻¹
Highest occupied orbital energy ... -0.39094 Ha
LUMO ... -2.465 eV
Net charge ... +1
Energy relative to the best compared isomer or geometry (same formula, charge and spin) ... 33.5 kcal/mol

Last column: Mulliken charge in e.
Positions of all 103 atoms, in Å:
Bi 0.049670 -1.038057 0.979476  1.59
O -2.706077 -0.583291 0.385274  0.29
P -3.823410 0.300572 -0.043421  0.20
C -3.262191 1.881027 -0.791579  -1.40
P -1.483750 1.800445 -1.290627  1.10
O -1.066003 0.502308 -1.841031  -0.88
C -0.476867 2.384236 0.105038  0.68
C -0.866443 2.455920 1.432228  -0.04
C 0.004023 2.994075 2.366733  -0.67
C 1.248160 3.461504 1.976558  -0.44
C 1.643563 3.379711 0.650434  -0.96
C 0.781215 2.835235 -0.279981  -0.89
C -1.424350 3.214109 -2.432677  0.34
C -1.683272 4.498920 -1.965119  -0.38
C -1.688460 5.560740 -2.848781  -0.73
C -1.433577 5.345179 -4.194869  -0.48
C -1.162078 4.069038 -4.658083  -0.61
C -1.161348 3.001599 -3.776525  -0.46
C -4.849624 0.727919 1.385959  0.50
C -5.790695 1.748178 1.399290  -0.34
C -6.536182 1.968507 2.545018  -0.73
C -6.348904 1.175005 3.667918  -0.50
C -5.409902 0.157510 3.651445  -0.69
C -4.664878 -0.066272 2.509883  -0.39
C -4.873512 -0.480467 -1.300171  0.71
C -5.753515 0.237680 -2.102686  -0.44
C -6.488630 -0.421378 -3.072024  -0.77
C -6.368369 -1.794066 -3.224437  -0.50
C -5.523553 -2.516507 -2.396846  -0.81
C -4.773567 -1.857882 -1.438978  -0.12
H -3.444178 2.728082 -0.128305  0.68
H -3.811281 2.043747 -1.722760  0.63
H -1.847773 2.106384 1.735650  0.32
H -0.294372 3.052064 3.402746  0.48
H 1.917533 3.894766 2.701505  0.47
H 2.617297 3.730219 0.343336  0.39
H 1.058947 2.760339 -1.324477  0.53
H -1.865451 4.667395 -0.911658  0.30
H -1.891517 6.559325 -2.492697  0.43
H -1.451228 6.175379 -4.882600  0.41
H -0.953157 3.905769 -5.703216  0.44
H -0.954014 1.996033 -4.112775  0.41
H -5.944484 2.364292 0.524455  0.35
H -7.269382 2.759459 2.563614  0.42
H -6.937938 1.349861 4.555367  0.40
H -5.260472 -0.463669 4.522115  0.44
H -3.929646 -0.858604 2.468973  0.36
H -5.873133 1.304366 -1.976574  0.31
H -7.156809 0.136659 -3.711628  0.43
H -6.942415 -2.300974 -3.985077  0.40
H -5.445043 -3.589318 -2.495272  0.45
H -4.098634 -2.405195 -0.788874  0.01
C 3.730060 -3.483645 -3.104661  -0.89
C 3.293150 -2.025123 -3.199683  -0.90
N 3.727509 -1.254683 -2.055464  0.16
C 5.099945 -0.766448 -2.071228  -0.64
C 6.019490 -1.529420 -1.120655  -1.02
C 2.967578 -0.996857 -0.991817  0.34
S 1.379475 -1.787139 -0.990660  -0.25
N 3.528852 -0.291540 -0.046455  0.42
C 3.025591 0.381379 0.977974  -1.39
O 1.806306 0.585216 1.200256  -0.75
C 4.023336 1.005896 1.875193  1.50
C 5.363520 1.146182 1.526470  -0.19
C 6.230178 1.806395 2.377600  -0.77
C 5.777174 2.323981 3.581626  -0.51
C 4.455482 2.141665 3.955403  -1.06
C 3.582642 1.489594 3.107195  -0.44
H 3.449779 -4.013124 -4.010122  0.43
H 3.248659 -3.951626 -2.250656  0.18
H 4.807679 -3.552907 -2.992670  0.27
H 2.206343 -1.969229 -3.271088  0.40
H 3.725160 -1.561125 -4.089612  0.48
H 5.093544 0.290564 -1.793313  0.40
H 5.471642 -0.860186 -3.092618  0.45
H 5.612334 -1.521581 -0.114137  0.17
H 6.989497 -1.042227 -1.109655  0.37
H 6.160486 -2.558993 -1.438085  0.36
H 5.717966 0.749192 0.588759  0.37
H 7.264700 1.923504 2.096765  0.45
H 6.454597 2.860693 4.228105  0.43
H 4.099834 2.505228 4.907545  0.44
H 2.549350 1.343149 3.383463  0.68
C 3.032185 -2.052589 3.106108  -1.12
C 2.064065 -3.091839 2.547552  0.58
C 2.731792 -3.846633 1.392834  -0.77
O 0.796790 -2.578023 2.198812  -0.38
H 3.920251 -2.546910 3.491855  0.53
H 2.573597 -1.482313 3.910632  0.36
H 3.340304 -1.365862 2.324296  -0.11
H 1.840524 -3.808576 3.355259  0.31
H 3.180312 -3.148887 0.691850  -0.11
H 2.007774 -4.457829 0.860457  0.09
H 3.510877 -4.494681 1.783165  0.58
C -1.090907 -4.402436 -1.074598  -1.03
Te -1.761211 -3.257951 0.642877  0.35
C -1.154159 -4.805928 2.025032  -1.01
H -0.005782 -4.419989 -1.115551  0.21
H -1.473964 -3.912209 -1.963452  0.37
H -1.489040 -5.410326 -1.002886  0.43
H -1.540176 -5.755465 1.673034  0.38
H -1.599866 -4.567877 2.984654  0.38
H -0.075552 -4.838339 2.125027  0.17

Forces on the atoms, in the same order (eV/Å):
0.711 0.932 0.758
0.395 -0.142 0.246
-0.703 0.762 -0.387
0.160 -0.555 0.112
-0.531 1.368 0.543
0.266 -0.714 -0.406
-0.312 -0.062 -0.590
-0.165 -0.051 0.003
0.002 0.009 0.155
-0.064 0.133 -0.090
-0.086 0.056 -0.063
0.034 0.098 -0.051
0.068 -0.382 0.189
0.021 -0.042 0.011
-0.063 0.092 0.051
0.003 -0.048 -0.054
-0.013 0.085 -0.054
0.028 -0.199 0.062
0.296 -0.220 -0.294
0.011 -0.014 0.023
-0.075 0.065 -0.025
0.003 0.020 -0.014
-0.067 -0.020 0.101
0.115 -0.106 -0.029
0.266 0.186 0.348
0.045 -0.063 0.025
-0.083 0.068 -0.029
-0.013 -0.058 0.015
-0.028 -0.015 -0.025
0.162 -0.073 0.123
0.040 -0.024 0.008
0.063 0.033 0.078
-0.012 0.001 0.056
-0.031 0.035 0.103
0.066 0.052 0.142
0.105 0.056 0.012
0.145 0.083 -0.011
-0.004 0.052 0.075
-0.014 0.085 0.043
0.034 0.110 -0.085
0.015 -0.022 -0.132
0.021 -0.095 -0.087
-0.042 0.097 -0.064
-0.080 0.089 -0.003
-0.050 0.038 0.068
-0.010 -0.029 0.071
0.019 -0.022 0.072
0.007 0.114 -0.044
-0.049 0.027 -0.023
-0.053 -0.045 -0.062
-0.003 -0.064 -0.046
-0.112 0.021 -0.108
-0.077 0.284 -0.061
-0.189 -0.457 -0.348
-0.177 0.157 0.029
0.542 0.181 0.246
-0.109 0.030 -0.141
-0.649 -0.189 0.115
0.294 -0.130 -0.798
0.687 0.325 0.139
-0.314 -0.010 -0.452
0.084 -0.596 0.247
-0.055 0.216 0.398
-0.157 -0.039 -0.034
0.092 0.061 0.026
0.040 -0.065 -0.039
-0.081 0.012 0.076
0.027 -0.054 -0.147
-0.066 -0.109 -0.081
0.008 -0.151 0.108
0.120 -0.082 0.026
0.135 0.093 -0.141
-0.128 0.023 0.063
0.010 -0.098 -0.151
-0.119 0.069 0.032
0.038 -0.019 0.059
0.193 0.023 0.036
0.007 -0.090 -0.031
-0.018 -0.016 -0.111
0.129 0.037 -0.032
0.076 0.008 0.078
0.008 0.072 0.095
-0.064 0.010 0.005
-0.419 -0.207 -0.041
0.348 -0.191 0.259
-0.226 0.112 0.314
0.036 0.667 0.039
0.132 -0.018 0.048
-0.048 0.052 0.100
0.104 -0.112 0.027
0.118 0.026 -0.128
0.088 0.025 -0.105
-0.090 -0.100 -0.084
0.155 -0.091 0.042
-0.015 0.379 0.170
-0.709 -2.374 -0.414
0.066 0.392 -0.153
0.030 0.014 0.119
-0.061 0.051 -0.063
-0.089 0.040 0.127
-0.149 -0.034 -0.163
-0.027 0.059 0.072
0.028 0.113 -0.096



Entry 2:
Molecular formula: C42H50BrClIrN3O2SSb
Method: DFT, ωB97M-V/def2-TZVPD

F_max ... 2.96 eV Å⁻¹
HOMO-LUMO gap (spin up / spin down) ... 5.5 / 5.1 eV
M ... 1090.3 g mol⁻¹
Highest occupied orbital energy (spin up / spin down) ... -0.46743 / -0.46776 Ha
LUMO (spin up / spin down) ... -7.193 / -7.587 eV
Net charge ... +2
Energy relative to the best compared isomer or geometry (same formula, charge and spin) ... 79.5 kcal/mol
Expectation value of S² ... 0.978
Spin multiplicity ... 2

Last column: Mulliken charge in e.
Positions of all 102 atoms, in Å:
Ir -0.112554 0.243054 0.072323  2.98
S 2.565001 1.552447 3.486637  -0.21
C 3.407425 0.334344 2.621886  -0.41
C 2.708548 -0.129640 1.551778  -0.79
C 1.453180 0.516519 1.393486  0.01
C 1.252460 1.461874 2.372411  -0.45
C 0.084458 2.300662 2.401860  1.75
C -0.127143 3.346931 3.298041  -1.30
C -1.274419 4.109602 3.189982  -0.69
C -2.193350 3.813572 2.190877  -1.13
C -1.913357 2.767044 1.333750  -0.24
N -0.816712 2.022744 1.442572  0.27
H 4.391711 0.035915 2.944730  0.56
H 3.090897 -0.898253 0.895071  0.43
H 0.613972 3.558728 4.056361  0.48
H -1.444898 4.939971 3.861118  0.48
H -3.103287 4.383352 2.076150  0.51
H -2.584888 2.512728 0.525524  0.48
C 3.007469 0.512987 -1.626114  -1.37
O 1.776937 -0.214407 -1.622329  0.55
C 1.529586 -1.036117 -2.689252  0.33
C 2.308367 -1.112099 -3.831207  -0.36
C 1.950147 -1.991193 -4.849901  -0.69
Br 3.065810 -2.111726 -6.375455  -0.14
C 0.803030 -2.753580 -4.767543  -0.71
C -0.010726 -2.640752 -3.639999  0.88
C 0.383914 -1.822572 -2.591103  -0.21
O -0.306071 -1.776880 -1.397413  1.16
C -1.268080 -3.391645 -3.600170  0.01
N -1.426044 -4.589968 -4.066524  -0.76
C -2.762600 -4.897475 -3.912583  0.82
C -3.476378 -6.031023 -4.300139  -0.83
C -4.835813 -6.042031 -4.062850  -0.53
C -5.485570 -4.962101 -3.450415  -0.75
C -4.795512 -3.826733 -3.065905  -0.58
C -3.430402 -3.812966 -3.311478  0.07
N -2.443745 -2.867840 -3.075080  0.08
H 3.056457 1.215806 -2.459167  0.45
H 3.860343 -0.166077 -1.670188  0.40
H 3.032239 1.064007 -0.691396  0.33
H 3.201960 -0.517384 -3.944605  0.60
H 0.516238 -3.443541 -5.547541  0.68
H -1.085178 -2.355275 -1.449394  -1.71
H -2.974722 -6.855063 -4.787405  0.48
H -5.423897 -6.894966 -4.372186  0.42
H -6.553288 -5.015232 -3.287216  0.43
H -5.309080 -2.981850 -2.624263  0.49
H -2.639570 -1.888031 -2.949762  0.07
C -2.478050 -4.199287 0.038739  -0.49
C -3.016061 -3.184237 1.042478  1.51
C -3.896317 -2.159698 0.336694  -1.16
C -3.777828 -3.888043 2.155087  -1.62
Sb -1.276898 -2.004780 1.928078  -1.04
C 0.403877 -3.483604 2.275132  1.83
C 1.064373 -3.664718 0.914961  -1.58
C -0.160139 -4.785861 2.817534  -1.40
C 1.383578 -2.868747 3.261834  -1.86
C -1.932600 -1.117140 3.920787  1.55
C -0.683140 -0.532414 4.563316  -1.88
C -2.926415 -0.017598 3.583509  -1.66
C -2.547283 -2.178015 4.818033  -1.48
H -3.298450 -4.549237 -0.594786  0.57
H -2.057620 -5.073329 0.532080  0.32
H -1.713191 -3.782859 -0.617725  -0.60
H -4.768066 -2.663561 -0.090253  0.43
H -3.357297 -1.664109 -0.476262  0.03
H -4.256052 -1.396005 1.028073  0.26
H -4.431192 -4.648046 1.716645  0.53
H -4.407174 -3.193013 2.709173  0.32
H -3.112899 -4.400313 2.850880  0.33
H 0.405889 -4.171970 0.208867  0.31
H 1.959350 -4.282721 1.028213  0.61
H 1.367680 -2.703246 0.494890  0.06
H -0.843823 -5.265608 2.120087  0.27
H -0.667315 -4.641384 3.772279  0.24
H 0.663549 -5.484756 2.992343  0.49
H 1.634980 -1.841613 3.000123  0.39
H 2.311403 -3.448338 3.251848  0.57
H 1.000360 -2.896380 4.280494  0.37
H -0.094746 0.048203 3.852752  0.46
H -0.055315 -1.315307 4.981909  0.32
H -0.971605 0.133010 5.382482  0.59
H -2.479482 0.724202 2.919852  0.26
H -3.234430 0.493713 4.500011  0.49
H -3.827312 -0.411546 3.109900  0.33
H -1.924070 -3.069976 4.895661  0.25
H -3.543755 -2.466291 4.492137  0.32
H -2.640029 -1.770424 5.829373  0.50
Cl -2.441598 6.061826 -4.562960  -0.14
C -2.102023 4.659600 -3.659244  0.38
C -3.026379 4.193314 -2.719502  -1.06
C -2.780907 3.030104 -2.035977  -0.09
C -1.617133 2.265111 -2.286185  0.87
C -1.453513 0.959788 -1.765052  -1.37
C -0.668045 2.798090 -3.192954  -0.22
C -0.908696 3.960908 -3.876010  -0.93
H -3.945195 4.738306 -2.555375  0.43
H -3.527058 2.654571 -1.345824  0.43
H -0.825891 0.326630 -2.386476  0.22
H -2.337828 0.502528 -1.315443  0.50
H 0.250597 2.250765 -3.369379  0.48
H -0.193885 4.328337 -4.598820  0.46

Forces on the atoms, in the same order (eV/Å):
-1.305 0.153 2.647
0.002 -0.123 -0.386
-0.029 0.231 0.175
0.079 -0.173 -0.361
-1.172 -0.230 -0.406
0.436 0.002 0.061
-0.092 0.182 0.140
-0.068 -0.068 -0.057
0.047 -0.031 -0.029
0.112 -0.116 -0.034
-0.446 0.019 -0.215
0.889 -1.552 -1.301
-0.001 -0.062 0.046
-0.022 -0.037 0.024
0.007 0.007 0.003
-0.012 -0.024 0.054
0.000 0.002 -0.064
0.025 -0.021 0.114
0.253 0.263 0.054
-0.129 -0.058 0.122
-0.150 -0.127 -0.252
0.095 0.029 0.018
0.118 -0.034 -0.118
-0.187 0.005 0.227
0.057 0.073 0.052
0.145 0.115 -0.004
0.126 -0.088 -0.344
0.100 0.537 0.437
-0.289 -0.388 -0.102
0.522 -0.018 -0.072
-0.491 0.416 0.185
0.075 0.045 0.031
0.014 -0.082 -0.035
0.037 0.071 0.030
-0.132 0.098 0.051
0.110 -0.511 -0.180
0.015 0.258 0.181
-0.103 -0.062 -0.044
-0.067 -0.051 -0.018
0.013 0.006 -0.055
0.007 0.019 0.036
-0.016 0.055 -0.061
-0.013 0.079 0.015
0.005 -0.024 0.011
0.014 -0.028 0.029
-0.008 0.019 -0.014
-0.014 -0.003 0.007
0.052 0.075 -0.178
0.100 -0.003 0.129
0.380 0.475 -0.221
0.043 0.055 0.075
0.123 0.107 0.145
0.578 0.474 0.147
-0.260 0.403 -0.165
-0.052 -0.010 -0.002
-0.128 0.008 -0.014
-0.064 0.089 0.055
0.182 -0.031 -0.511
0.071 -0.043 -0.110
-0.041 -0.006 -0.159
-0.017 -0.123 -0.047
-0.024 0.032 0.023
0.061 0.011 -0.044
-0.061 -0.203 -0.008
0.009 -0.014 -0.020
-0.053 0.012 -0.032
-0.037 0.038 -0.049
-0.005 0.045 -0.086
0.010 -0.031 0.039
-0.060 -0.053 0.030
0.033 0.039 -0.064
0.003 -0.024 0.041
0.044 -0.057 -0.059
-0.008 -0.037 0.049
-0.009 -0.050 0.008
0.046 0.039 -0.011
0.043 -0.020 0.086
-0.016 -0.054 -0.042
0.013 0.001 -0.001
0.026 -0.014 0.092
0.050 0.087 0.026
-0.085 -0.022 0.004
-0.055 0.022 0.048
0.017 -0.031 0.042
-0.033 0.010 0.004
-0.015 -0.018 0.032
0.026 -0.050 0.027
0.005 0.072 -0.023
0.001 0.086 -0.005
0.070 -0.266 0.124
-0.114 0.169 0.035
0.047 -0.176 -0.064
-0.087 0.402 -0.006
0.690 -0.075 0.112
-0.048 -0.165 0.044
0.073 0.118 -0.062
0.007 0.054 -0.030
-0.047 -0.015 -0.071
-0.120 -0.064 -0.036
0.112 -0.080 0.154
-0.015 -0.027 -0.060
-0.015 0.063 0.007